(1)
An isolated molecule of C4H12B2N2O at a distorted geometry, computed with the ωB97M-V functional and the def2-TZVPD basis.

## Properties
Electronic energy: -394.0215 hartree
Molar mass: 125.78 Da

Last column: Mulliken charge in e.
Atoms and positions in Å:
O 1.27733 1.30292 -0.80269  -0.4796
B 1.31683 0.10224 0.00014  0.7389
B 0.03909 1.31508 -0.00378  -0.0163
N 0.13747 -0.84511 -0.10508  -0.1941
N -0.79808 0.03639 0.00870  0.0237
C 2.76637 -0.42261 0.49951  -0.9757
C -0.88239 2.60643 -0.23448  -0.9718
C -0.00476 -2.27632 -0.21573  -0.9535
C -2.18750 -0.21828 0.12744  -0.8815
H 3.54981 0.31395 0.66009  0.2823
H 3.04908 -1.06552 -0.33648  0.2705
H 2.64971 -0.91366 1.44682  0.3315
H -0.03074 3.25845 -0.48540  0.2059
H -1.38583 2.90922 0.66805  0.3386
H -1.61546 2.61925 -1.03480  0.3208
H 0.96987 -2.75472 -0.10225  0.3532
H -0.49789 -2.54307 -1.14018  0.3144
H -0.64652 -2.60706 0.61724  0.3635
H -2.74994 0.41642 -0.60944  0.2478
H -2.48895 0.02552 1.14043  0.2981
H -2.46747 -1.25952 -0.09814  0.3832

=====

(2)
A structure of composition C6H9NO at a distorted geometry, computed with the ωB97M-V functional and the def2-TZVPD basis.

## Properties
Electronic energy: -363.8801 hartree
Molar mass: 111.14 Da

Last column: Mulliken charge in e.
Atoms and positions in Å:
C -2.14709 -0.32103 -0.57003  0.5705
C 1.13173 0.53593 -0.46785  0.0493
C 0.37572 -0.48686 -0.11744  0.3163
C 0.63953 1.92227 -0.38095  -0.9487
C 0.96955 -1.85973 -0.03385  -1.2745
C -1.41527 -0.53618 0.62220  -0.5731
N -2.66903 0.00090 -1.53892  -0.4293
O -1.46714 0.42591 1.65161  -0.5150
H 2.14419 0.52234 -0.76276  0.4291
H 1.31227 2.59795 0.31031  0.2429
H 0.64218 2.51834 -1.32611  0.3181
H -0.41588 1.79166 0.02577  0.1334
H 2.12096 -1.94014 -0.15980  0.3122
H 0.74758 -2.38643 1.00291  0.2889
H 0.51536 -2.56670 -0.89852  0.2306
H -1.45634 -1.46699 0.99530  0.4843
H -1.02830 1.24874 1.64812  0.3651

=====

(3)
A cluster of 2 separate species, C27H20NO8S3 in total at a distorted geometry, computed with the ωB97M-V functional and the def2-TZVPD basis.

## Properties
Electronic energy: -2891.9389 hartree
Net charge: -1
Molar mass: 582.66 Da

Last column: Mulliken charge in e.
Atoms and positions in Å:
C 6.50446 0.60904 -0.15076  -0.5958
C 5.23241 0.09015 0.07258  -0.6358
C 4.15965 0.96980 0.15029  0.2127
C 4.28889 2.33868 -0.00071  0.0481
C 5.56656 2.86555 -0.22979  -0.7394
C 6.66517 1.99466 -0.28896  -0.5045
S 2.69903 3.21961 0.03890  1.4343
O 2.53875 3.85222 1.32911  -0.6559
O 2.55636 3.95701 -1.19464  -0.6876
C 1.62477 1.76494 0.02461  -1.2151
C 0.36903 1.58695 -0.51094  0.1046
C -0.79826 2.33685 -0.06014  0.7984
C -1.01619 2.50823 1.32942  -0.3766
C -2.30637 2.78431 1.78746  -0.4723
C -3.34536 3.03981 0.88198  -0.4493
C -3.03341 3.24405 -0.46973  -0.5484
C -1.78326 2.84195 -0.94367  -0.3840
S 2.54747 0.33769 0.56738  1.8056
O 2.27433 -0.80636 -0.28345  -0.7635
O 2.52464 0.23948 2.00186  -0.6358
H 7.35008 -0.07938 -0.20934  0.3707
H 5.04649 -0.97735 0.17343  0.4538
H 5.69263 3.93783 -0.36436  0.4382
H 7.66727 2.39137 -0.45709  0.3608
H 0.26096 0.97837 -1.41675  0.6164
H -0.17282 2.39772 2.01659  0.3399
H -2.50667 2.78703 2.85660  0.3517
H -4.37616 3.10530 1.24517  0.3720
H -3.78239 3.67300 -1.14469  0.3701
H -1.55653 2.89910 -2.01081  0.3744
C -0.21200 -5.19275 2.94209  -0.3759
C -1.53619 -4.76348 2.84232  -0.5975
C -1.82520 -3.48875 2.34719  -0.3067
C -0.78858 -2.62446 1.97342  -0.4538
S -1.18815 -0.89944 1.56196  1.6531
C -0.80077 -0.69123 -0.12065  -0.6329
C -1.77966 -0.79393 -1.17251  0.0756
C -1.45952 -1.53786 -2.35939  -0.5036
C -2.33396 -1.61718 -3.42636  -0.4706
C -3.57720 -0.95060 -3.37584  -0.2389
N -4.47688 -1.01287 -4.47641  0.9366
O -5.59140 -0.44380 -4.37392  -0.6339
O -4.12810 -1.63794 -5.50672  -0.6430
C -3.91852 -0.19254 -2.23523  -0.6502
C -3.06706 -0.14800 -1.15246  -0.3243
O -2.61553 -0.75913 1.76368  -0.7439
O -0.26732 -0.11476 2.36245  -0.6357
C 0.52787 -3.10422 1.94911  0.0317
C 0.81009 -4.38602 2.43685  -0.6548
H 0.01591 -6.15540 3.39887  0.3507
H -2.35288 -5.40851 3.16411  0.3532
H -2.85619 -3.15453 2.26147  0.4156
H 0.20811 -1.06819 -0.31029  0.5821
H -0.51228 -2.08512 -2.38575  0.4081
H -2.08628 -2.18121 -4.31879  0.4497
H -4.87423 0.33273 -2.23945  0.4506
H -3.37038 0.41167 -0.26959  0.6998
H 1.32546 -2.47804 1.54937  0.2952
H 1.83934 -4.74203 2.43092  0.3757

=====

(4)
A cluster of 2 separate species, CH8NS in total, computed with the ωB97M-V functional and the def2-TZVPD basis.

## Properties
Electronic energy: -495.5794 hartree
Net charge: +1
Molar mass: 66.15 Da

Last column: Mulliken charge in e.
Atoms and positions in Å:
N 1.97216 1.25547 -0.23343  -0.4014
H 1.04299 0.78824 -0.42329  0.1005
H 1.91760 1.75159 0.65517  0.3917
H 2.71589 0.55604 -0.20349  0.3962
H 2.17331 1.92112 -0.98180  0.3792
C -0.43148 -0.97550 1.14393  -0.6822
S -0.96275 -0.17570 -0.40800  -0.2629
H -0.87916 -0.40228 1.95326  0.2986
H -0.83522 -1.98062 1.17842  0.2977
H 0.64227 -1.00631 1.26678  0.2709
H -0.41400 -1.08400 -1.23040  0.2116

=====

(5)
A structure of composition C28H40CaCl3N3O3P2, computed with the ωB97M-V functional and the def2-TZVPD basis.

## Properties
Electronic energy: -4221.7324 hartree
Molar mass: 675.03 Da

Last column: Mulliken charge in e.
Atoms and positions in Å:
Ca -0.17243 1.17068 1.81302  1.1712
C -5.24517 0.70045 -0.22298  -1.6852
C -4.16122 0.88325 0.83574  0.7329
C -3.76438 2.35841 0.89387  -1.4147
P -2.62009 -0.16410 0.76726  0.5576
C -3.10664 -1.77402 1.54874  0.3969
C -4.30887 -2.52171 0.98118  -1.5739
C -1.88168 -2.68200 1.60459  -1.2914
C -2.26573 -0.57933 -0.98173  0.4735
C -3.24373 -1.07912 -1.84187  0.0073
C -3.00470 -1.38006 -3.17562  0.2027
C -4.09315 -1.92309 -4.05653  -1.8180
C -1.71890 -1.17591 -3.66506  -1.0132
C -0.71888 -0.70496 -2.83736  -0.1889
C -0.97426 -0.39168 -1.49752  -1.0059
N 0.13821 -0.06191 -0.69458  0.8079
C 1.00368 0.79404 -1.10646  -2.0894
C 0.77704 1.92226 -2.09879  -0.0011
C 1.86015 1.98877 -3.12641  -1.8389
C 3.10079 1.63598 -2.77885  0.9317
C 4.28094 1.75533 -3.69179  -1.6603
C 3.35563 1.11404 -1.43175  0.4479
C 2.38537 0.72491 -0.58599  0.7819
P 2.55165 0.01152 1.09080  0.9811
C 2.93020 -1.79239 0.82900  0.2785
C 1.67954 -2.62944 1.08224  -1.2814
C 3.55028 -2.13739 -0.51993  -1.5825
C 4.11858 0.68706 1.82134  0.3007
C 4.05263 2.21081 1.90606  -1.4046
C 5.46737 0.21445 1.27712  -1.4618
H -6.04285 1.41984 -0.02861  0.4859
H -5.69444 -0.29245 -0.22365  0.2380
H -4.85913 0.90643 -1.22119  0.3865
H -4.57449 0.59313 1.81174  0.4598
H -3.32229 2.67659 -0.04970  0.2901
H -3.05119 2.56905 1.68732  0.1418
H -4.65393 2.96826 1.07242  0.5079
H -3.34603 -1.46159 2.57361  0.6644
H -4.08834 -2.92576 -0.00760  0.2815
H -5.19502 -1.89307 0.91167  0.3016
H -4.55540 -3.36561 1.62906  0.4938
H -1.55392 -2.95182 0.59748  0.1985
H -2.11460 -3.60611 2.13752  0.5497
H -1.04514 -2.20098 2.11462  0.0767
H -4.24194 -1.23747 -1.46067  0.3815
H -5.05316 -1.91675 -3.54229  0.3596
H -3.87974 -2.95061 -4.35650  0.3472
H -4.19396 -1.33099 -4.96678  0.3805
H -1.49051 -1.40648 -4.69878  0.4131
H 0.29278 -0.60504 -3.21223  0.5382
H -0.22854 1.88428 -2.51952  0.8174
H 1.63550 2.39145 -4.10511  0.4110
H 3.98229 2.09877 -4.68037  0.4130
H 4.79363 0.79700 -3.79564  0.3392
H 5.00382 2.46538 -3.28520  0.3447
H 4.39468 1.00262 -1.15146  0.2417
H 3.65325 -2.01388 1.62347  0.6685
H 0.90146 -2.38469 0.35718  -0.0362
H 1.27755 -2.44919 2.08017  0.2335
H 1.90992 -3.69308 0.99186  0.5295
H 2.82927 -1.97382 -1.32305  0.2262
H 3.83612 -3.19153 -0.53639  0.4904
H 4.43552 -1.54318 -0.74429  0.3298
H 4.03283 0.29725 2.84592  0.4581
H 4.07024 2.66526 0.91518  0.2474
H 4.90893 2.58534 2.47081  0.4796
H 3.14008 2.55613 2.39248  0.2597
H 5.69564 0.65035 0.30541  0.2243
H 5.53276 -0.86957 1.18832  0.3088
H 6.25840 0.53470 1.95875  0.4876
O 1.08953 3.11869 0.97302  -0.6765
N 0.38360 2.77043 -0.02128  0.6928
O 0.90918 3.11756 -1.29163  -0.5627
O -0.89269 2.69466 0.04539  -0.5124
Cl 1.11719 2.10072 6.66977  -0.1017
C 0.02805 0.92763 6.14205  0.4620
Cl -1.36244 0.58311 7.02830  -0.1069
Cl -1.31886 2.65577 3.73431  -0.6347
C 0.25398 0.28087 4.92653  -0.0123
N 0.42016 -0.22245 3.89988  -0.2786

=====

(6)
A cluster of 4 separate species, C3H12O4 in total at a distorted geometry, computed with the ωB97M-V functional and the def2-TZVPD basis.

## Properties
Electronic energy: -422.4228 hartree
Molar mass: 112.12 Da
SMILES: C=C(C)O.O.O.O

Last column: Mulliken charge in e.
Atoms and positions in Å:
C -3.14623 1.82892 0.51153  -0.9574
C -1.88643 1.75597 0.12353  0.7145
O -1.29133 0.49601 -0.08646  -0.4943
C -0.91311 2.86969 -0.15206  -0.8962
H -3.72929 2.72159 0.63803  0.2860
H -3.71024 0.90610 0.59878  0.2552
H -1.69303 -0.01403 0.61180  0.2845
H -0.82938 3.53122 0.70192  0.2984
H -1.01845 3.36877 -1.10772  0.2801
H 0.05434 2.37012 -0.26650  0.2192
H 1.98519 0.05034 -0.34327  0.3081
H 0.78901 -0.36141 0.47577  0.3534
O 1.77043 -0.31339 0.52030  -0.6747
H 0.98689 -1.82448 1.81424  0.3544
H 0.59367 -2.16629 3.23220  0.3146
O 0.30281 -2.25841 2.31548  -0.6457
H 3.23219 -4.67386 -3.01438  0.3209
H 4.31440 -3.72015 -3.51302  0.3186
O 4.18857 -4.56672 -3.06016  -0.6396

=====

Results for ΔE to the lowest compared entry with this formula, charge and spin: 410.20 378.33 97.44 0.81 90.35 101.66 (in kJ/mol, following the order of the records).